This record from the Open Molecules 2025 dataset describes a single C24H26N2O5S molecule. The level of theory is ωB97M-V with the def2-TZVPD basis set.

- Energy relative to the best compared isomer or geometry (same formula, charge and spin): 23.91 kcal/mol
- HOMO level: -8.610 eV
- SMILES string: C=CCOc1cccc([C@@H]2C(C(=O)c3cccs3)=C(O)C(=O)N2CCN2CCOCC2)c1
- Calculated total energy: -1814.01546 a.u.
- Multiplicity: 1
- Molecular weight: 454.548 g mol⁻¹

Each line ends with the Mulliken charge.
Cartesian coordinates (Å):
C (-1.26111, 3.95075, 2.26423)  -0.576
H (3.83346, -2.65097, 2.43865)  0.516
H (-0.37406, 2.13278, 0.69574)  0.354
H (-1.51633, 4.01777, 1.19574)  0.330
C (-0.80821, -3.70076, -3.20015)  -0.631
H (-0.12920, -3.67907, -2.33432)  0.260
O (1.39351, 2.42368, -2.41405)  -0.756
C (1.14495, 1.49890, -1.65766)  0.701
C (-2.61534, -3.15268, -1.87323)  -0.551
C (3.15144, -0.72614, 1.77111)  0.052
H (-1.71121, 4.81526, 2.76698)  0.400
H (-1.35189, -2.00329, 0.96484)  0.499
C (0.09560, -0.20496, -0.48746)  0.464
H (-1.98656, -3.13095, -0.97084)  0.230
N (-0.01079, 0.83604, -1.48297)  0.398
C (-2.37902, 0.55089, 2.92402)  -0.652
H (-2.98437, 0.76821, 3.78966)  0.489
C (2.06830, -1.12503, 0.87997)  0.406
O (-2.09786, -4.08686, -2.78854)  -0.442
C (-0.92276, 1.34391, 1.18628)  0.925
H (5.55217, -1.41403, 3.97927)  0.423
H (-3.38242, -1.74980, -3.32594)  0.385
N (-1.34463, -1.34994, -2.90521)  0.857
H (0.49557, 2.38880, 3.73500)  0.222
C (0.23195, 4.01138, 2.43246)  -0.171
H (3.41605, 2.05138, -1.40547)  0.307
O (3.38613, 1.33970, -0.73907)  -0.636
S (3.54321, 0.92357, 2.11717)  0.110
C (4.74453, 0.43936, 3.23360)  -0.518
C (1.54027, -0.12350, -0.05342)  -0.837
C (-1.29497, 0.01267, -3.40275)  -1.279
C (3.93190, -1.58300, 2.51060)  -0.632
C (2.13016, 0.88503, -0.72595)  1.047
C (-0.82885, -2.32047, -3.85754)  -0.721
H (-1.15426, 2.03859, -2.68843)  0.535
O (1.60330, -2.25364, 0.91370)  -0.641
H (2.01530, 3.29376, 3.26452)  0.377
H (-2.76637, -1.54381, 2.93530)  0.425
C (4.84955, -0.91658, 3.33525)  -0.569
C (-2.25203, -0.73393, 2.44070)  -1.101
H (-2.16908, 0.25653, -4.02910)  0.380
C (-0.80943, 0.04768, 0.69903)  -0.656
C (0.94760, 3.19404, 3.18018)  -0.680
C (-1.46861, -0.99453, 1.32672)  -0.337
H (-0.47036, -4.45903, -3.90815)  0.380
C (-1.20237, 1.03415, -2.26021)  -1.021
C (-2.67577, -1.74854, -2.47673)  -0.808
H (-0.39741, 0.11905, -4.01666)  0.459
O (-1.88952, 2.83487, 2.85381)  -0.482
H (-2.06884, 0.96200, -1.59796)  0.314
C (-1.70863, 1.60586, 2.30063)  0.081
H (5.31306, 1.18474, 3.75467)  0.439
H (-0.13604, -1.17782, -0.93602)  0.009
H (0.69581, 4.81893, 1.88205)  0.359
H (-3.61566, -3.49940, -1.60901)  0.380
H (-1.45116, -2.36431, -4.76828)  0.345
H (0.18796, -2.03705, -4.13715)  0.426
H (-3.03660, -1.05021, -1.71960)  0.416

Atomic forces in eV per Å
C 0.1 0.2 -0.1
H -0.1 -0.2 0.0
H 0.0 0.1 0.0
H 0.0 0.0 0.1
C 0.2 0.2 -0.3
H 0.0 0.0 -0.1
O 0.1 0.0 -0.1
C 0.0 0.2 -0.1
C -0.2 0.3 0.1
C 0.5 0.2 0.5
H 0.0 -0.1 -0.2
H 0.0 -0.1 -0.1
C 0.2 -0.3 0.4
H -0.1 0.0 0.0
N 0.0 -0.1 0.0
C 0.0 0.2 0.0
H -0.1 0.0 0.1
C 0.0 -0.3 0.0
O -0.1 -0.1 -0.1
C -0.1 0.2 0.1
H 0.1 -0.1 0.1
H 0.0 0.0 0.1
N 0.0 0.0 -0.2
H -0.1 -0.2 0.1
C -0.3 0.0 0.0
H -0.1 -0.1 0.0
O -0.2 0.1 -0.3
S 0.3 -0.6 0.4
C -0.3 0.2 -0.3
C 0.1 0.4 -0.5
C 0.0 0.2 0.2
C -0.3 0.1 -0.3
C -0.1 -0.5 0.2
C 0.0 -0.3 0.2
H -0.1 0.0 0.1
O 0.0 0.2 -0.1
H 0.2 0.1 0.0
H -0.1 -0.1 0.1
C 0.1 0.1 0.1
C 0.0 0.1 0.1
H 0.0 0.0 0.0
C -0.2 -0.1 0.0
C 0.0 0.0 0.1
C 0.1 0.0 -0.2
H 0.0 0.1 0.1
C -0.1 0.0 -0.5
C 0.0 -0.3 0.1
H -0.1 0.0 0.0
O 0.0 -0.1 0.2
H 0.0 0.1 0.0
C 0.0 -0.4 -0.2
H 0.1 0.1 0.1
H 0.1 0.2 0.1
H 0.1 0.1 -0.1
H 0.1 0.1 0.0
H 0.1 0.0 0.0
H 0.0 0.0 0.0
H -0.1 0.0 0.0



This record from the Open Molecules 2025 dataset describes 2 unconnected molecules or ions with the total composition C3H10NOS in a non-equilibrium geometry. The level of theory is ωB97M-V with the def2-TZVPD basis set.

- Total charge: -1
- Energy relative to the best compared isomer or geometry (same formula, charge and spin): 58.41 kcal/mol
- HOMO level: -2.747 eV
- Calculated total energy: -648.43848 a.u.
- Multiplicity: 1
- Molecular weight: 108.186 g mol⁻¹

Each line ends with the Mulliken charge.
Cartesian coordinates (Å):
O (-0.45899, -1.13928, 1.00827)  -0.833
H (0.66485, -0.21174, -2.25155)  0.238
H (-1.87911, -0.64544, 2.30620)  0.150
N (-2.64746, -0.83470, 0.22608)  -0.748
H (-2.15600, -1.44428, -0.48394)  0.286
H (1.52684, -1.71108, -1.49068)  0.264
H (1.41900, 2.37169, -0.40655)  0.189
C (1.70967, 1.55171, 0.33839)  -0.279
C (1.17391, -0.64270, -1.39684)  -0.379
H (2.53486, 1.84305, 0.95947)  0.291
H (0.56800, -0.62241, -0.43989)  -0.088
H (-2.90744, -0.07981, -0.44078)  0.261
S (2.62091, 0.37114, -0.85460)  -0.182
H (-1.42185, 0.60349, 1.08113)  0.129
H (0.85019, 1.04191, 0.64933)  -0.138
C (-1.59739, -0.45154, 1.19595)  -0.162

Atomic forces in eV per Å
O 0.4 -0.1 -0.4
H 0.0 -0.2 -0.2
H -0.8 0.4 -1.3
N -0.5 -0.6 -2.3
H -0.4 0.3 1.5
H -0.5 1.2 -0.3
H 0.3 -0.7 1.6
C 1.6 0.8 -4.4
C 1.0 -0.4 1.7
H -0.4 0.3 0.9
H -0.3 -0.5 -0.9
H 0.2 0.0 1.1
S -0.7 0.1 0.2
H -0.2 1.5 0.1
H -0.9 -0.8 1.3
C 1.2 -1.3 1.3



This record from the Open Molecules 2025 dataset describes a molecular structure, C2H3NOS in a non-equilibrium geometry. The level of theory is ωB97M-V with the def2-TZVPD basis set.

- Energy relative to the best compared isomer or geometry (same formula, charge and spin): 52.76 kcal/mol
- HOMO level: -9.203 eV
- Calculated total energy: -606.10328 a.u.
- Multiplicity: 1
- Molecular weight: 89.119 g mol⁻¹

Each line ends with the Mulliken charge.
Cartesian coordinates (Å):
H (-0.32312, -1.45086, 0.97646)  0.252
H (-0.71442, 1.45121, -0.31105)  0.334
O (1.66489, -0.87799, -0.37853)  -0.436
N (-0.12564, 0.44335, 0.05090)  -0.214
S (-2.61664, -0.26552, -0.24471)  -0.315
H (1.90967, 1.10727, -0.18973)  0.333
C (-1.02268, -0.59758, 0.15768)  -0.004
C (1.22793, 0.19011, -0.06103)  0.049

Atomic forces in eV per Å
H -2.9 1.8 -3.1
H 2.8 -3.7 1.4
O 0.2 -0.9 0.9
N -2.9 3.0 -1.1
S 1.9 -1.3 0.6
H -1.1 -0.8 0.9
C 0.7 -0.2 2.9
C 1.2 2.0 -2.5



This record from the Open Molecules 2025 dataset describes 5 unconnected molecules or ions with the total composition C12H35NO9 in a non-equilibrium geometry. The level of theory is ωB97M-V with the def2-TZVPD basis set.

- Energy relative to the best compared isomer or geometry (same formula, charge and spin): 0.00 kcal/mol
- HOMO level: -9.326 eV
- SMILES string: COC[C@H](C)N.OCCO.OCCO.OCCO.OCCO
- Calculated total energy: -1210.01894 a.u.
- Multiplicity: 1
- Molecular weight: 337.410 g mol⁻¹

Each line ends with the Mulliken charge.
Cartesian coordinates (Å):
C (4.14745, -1.57787, 0.72671)  -0.271
N (0.60361, 4.36308, -2.20843)  -0.766
H (4.35373, -2.54495, 1.19197)  0.317
H (3.15594, -0.88013, 2.26762)  0.242
O (-1.99509, -6.45842, -0.07554)  -0.558
O (4.86190, -2.42138, -1.43320)  -0.539
H (-3.74834, 3.00298, 3.20795)  0.323
C (-1.25447, 3.15164, 3.85506)  -0.552
O (0.47944, 1.76937, -3.42752)  -0.232
C (-0.52156, -0.12053, 0.41413)  -0.149
H (-2.37446, -1.18744, 0.07101)  0.298
O (0.33291, 0.00613, 1.55146)  -0.599
H (-1.89714, 3.07001, 4.73660)  0.379
H (-1.66887, -7.35033, 0.07392)  0.329
H (1.05758, -0.62402, 1.44321)  0.339
H (5.04241, -0.96158, 0.89400)  0.242
H (-0.00745, -5.92839, -0.14144)  0.311
H (-1.45092, 5.10117, 3.75373)  0.297
H (-1.56390, 1.88772, -3.14697)  0.349
H (-0.19079, 0.36308, -4.78569)  0.311
H (-1.77893, -5.19368, 2.21442)  0.229
H (2.87122, -2.06202, -0.91982)  0.265
C (-1.92270, 2.68131, 2.58998)  0.173
H (-1.88792, 1.58423, 2.58165)  0.027
H (-2.71957, 3.71138, -2.16148)  0.386
H (-1.19559, -4.59014, -0.12012)  0.137
O (-3.24225, 3.16864, 2.40697)  -0.531
H (1.58372, 0.64671, -4.67769)  0.236
H (-0.93189, -2.19110, -0.14753)  0.145
H (-0.09009, -4.70895, 2.07743)  0.269
C (-0.57043, 3.47903, -2.12380)  0.897
H (1.44092, 3.78965, -2.17632)  0.294
H (5.60451, -1.83594, -1.60645)  0.326
C (0.60327, 1.11054, -4.67422)  -0.782
C (-1.37091, -1.38963, 0.45371)  -0.227
C (3.87493, -1.66669, -0.74979)  -0.409
C (-0.69370, 2.54579, -3.32375)  -0.898
H (-0.88369, 3.07759, -4.26774)  0.411
H (-0.35753, 2.53952, 3.97527)  0.252
O (-1.53104, -1.85737, 1.78814)  -0.533
H (-1.30687, 3.05400, 1.77130)  0.153
H (-0.17556, -6.71099, 3.18332)  0.291
H (-0.34225, 2.85289, -1.25610)  -0.075
H (3.84505, -0.65823, -1.17961)  0.252
H (-1.83105, 4.79855, -0.98486)  0.343
H (0.50632, 1.81878, -5.50488)  0.320
H (0.64255, 4.77844, -3.13774)  0.271
O (-0.72296, 4.47423, 3.73598)  -0.528
H (-0.99683, -1.28098, 2.34909)  0.346
H (0.12216, -0.12607, -0.47201)  0.314
O (-0.38486, -6.75690, 2.24717)  -0.533
H (-1.81839, 5.13816, -2.67692)  0.350
C (-0.94711, -5.56728, 0.29013)  -0.350
O (3.01989, -0.92990, 1.31672)  -0.460
H (-1.12588, 0.78384, 0.38473)  0.105
C (-1.83526, 4.31267, -1.95792)  -1.408
C (-0.81326, -5.48023, 1.78414)  -0.129

Atomic forces in eV per Å
C 0.4 0.5 0.5
N 0.1 0.0 -0.3
H -0.2 -0.2 -0.2
H 0.1 0.1 0.0
O 0.0 0.1 -0.1
O -0.2 -0.2 0.1
H 0.0 -0.1 0.0
C 0.9 0.5 -0.3
O 0.2 0.2 -0.2
C 0.8 0.2 -0.3
H 0.1 0.0 -0.2
O -0.5 -0.2 0.1
H 0.0 -0.2 0.0
H -0.1 0.0 0.1
H 0.2 0.2 -0.1
H 0.0 -0.1 0.0
H 0.1 0.2 0.0
H -0.1 0.0 -0.1
H 0.1 0.0 -0.2
H 0.1 -0.1 -0.1
H 0.0 -0.1 0.0
H 0.2 -0.5 -0.1
C 0.0 -0.3 0.2
H -0.2 0.0 -0.1
H -0.2 0.1 0.4
H 0.0 0.0 0.0
O 0.1 0.2 -0.1
H 0.0 -0.1 -0.2
H 0.1 0.0 0.0
H 0.0 0.0 -0.2
C 0.7 0.2 -0.4
H 0.0 0.0 0.1
H 0.0 -0.1 0.0
C -0.4 0.2 0.4
C -0.4 -0.2 0.5
C 0.0 0.5 -0.5
C -0.4 -0.5 0.3
H 0.1 0.2 0.1
H -0.2 -0.2 0.3
O -0.1 -0.1 -0.1
H -0.2 -0.1 -0.2
H -0.1 0.0 0.0
H -0.5 -0.1 0.1
H -0.1 0.1 0.2
H -0.3 -0.2 0.1
H 0.1 0.0 0.0
H -0.2 0.2 0.1
O -0.3 -0.1 0.2
H 0.1 0.0 0.0
H -0.3 0.1 -0.2
O 0.0 -0.2 -0.1
H 0.0 -0.1 -0.1
C -0.1 -0.4 -0.1
O -0.1 -0.2 0.1
H -0.1 0.0 0.1
C 0.5 0.1 -0.2
C 0.1 0.3 0.4